Formula: C5H5NO2
Source: the Open Molecules 2025 dataset
Level of theory: ωB97M-V with the def2-TZVPD basis set

Positions of all 13 atoms, in Å:
O 2.18 1.81 -0.11
O 2.44 -1.17 -0.07
N -0.92 -0.15 -0.84
C 1.30 -0.46 -0.31
C 0.06 -1.04 -0.57
C 1.21 0.91 -0.10
C -0.56 1.19 -0.75
C -1.67 0.69 0.08
H 2.27 -2.11 -0.17
H -2.68 0.90 -0.25
H -1.57 0.49 1.15
H -0.12 -2.10 -0.68
H 1.85 2.67 0.16

Values from the calculation:
Energy relative to the best compared isomer or geometry (same formula, charge and spin) ... 132.5 kcal per mole
Total charge ... 0
HOMO-LUMO gap (spin up / spin down) ... 8.01 / 8.02 eV

***

Formula: C5H5NO4
Source: the Open Molecules 2025 dataset
Level of theory: ωB97M-V with the def2-TZVPD basis set

Positions of all 15 atoms, in Å:
O 1.71 -1.17 2.19
O 0.46 1.47 1.69
O -1.58 0.91 -1.20
O 0.22 -2.63 2.96
N 0.54 -1.48 2.91
C -0.47 1.46 0.90
C 0.53 0.11 -1.13
C -0.44 0.83 -0.42
C -0.03 -0.23 -2.33
C -1.31 0.16 -2.28
H 2.00 -0.22 2.37
H 1.56 -0.11 -0.81
H 0.39 -0.94 -3.07
H -1.50 1.72 1.23
H -2.08 0.13 -3.02

Values from the calculation:
Energy relative to the best compared isomer or geometry (same formula, charge and spin) ... 67.8 kcal per mole
Total charge ... 0
HOMO-LUMO gap ... 9.24 eV

***

Formula: C5H5NO4Sn
Source: the Open Molecules 2025 dataset
Level of theory: ωB97M-V with the def2-TZVPD basis set

Positions of all 16 atoms, in Å:
Sn 0.01 -0.28 -0.03
O -3.15 -1.81 -1.05
O 3.18 -1.82 -1.07
O 0.01 4.10 -1.26
O 0.06 -0.34 2.10
N -1.79 0.96 2.51
C -0.46 0.20 4.36
C 2.17 -1.42 -0.74
C -0.71 0.28 2.92
C 0.03 3.00 -0.91
C -2.16 -1.43 -0.59
H -2.39 1.36 3.22
H -0.39 -0.84 4.61
H 0.47 0.67 4.59
H -2.04 1.15 1.53
H -1.24 0.66 4.94

Values from the calculation:
Total charge ... +2
HOMO-LUMO gap ... 9.12 eV

***

Formula: C5H5NO5Ti
Source: the Open Molecules 2025 dataset
Level of theory: ωB97M-V with the def2-TZVPD basis set

Positions of all 17 atoms, in Å:
Ti 0.23 -0.26 -1.80
O 0.25 -0.43 0.18
O 2.82 -1.56 -2.66
O 0.17 1.78 0.40
O -2.37 -1.56 -2.66
O 0.23 2.00 -5.30
N -0.83 -0.32 2.90
C 1.78 -1.06 -2.33
C 0.32 0.49 2.41
C 0.23 0.69 0.87
C 0.23 1.35 -4.32
C -1.33 -1.06 -2.33
H -0.80 -1.26 2.48
H 1.25 -0.02 2.67
H -1.72 0.15 2.67
H 0.29 1.47 2.89
H -0.75 -0.41 3.93

Values from the calculation:
Total charge ... +2
HOMO-LUMO gap (spin up / spin down) ... 7.68 / 8.50 eV
Spin multiplicity ... 3
⟨S²⟩ ... 2.015

***

Formula: C5H5NO7
Source: the Open Molecules 2025 dataset
Level of theory: ωB97M-V with the def2-TZVPD basis set

Positions of all 18 atoms, in Å:
O -3.29 -0.83 0.14
O 2.59 2.42 -0.06
O -3.56 1.38 0.04
O 3.38 -0.11 0.34
O -1.06 1.83 -0.03
O -0.91 -1.80 -0.10
O 1.70 1.34 -0.18
N 1.58 -2.17 -0.13
C -2.83 0.29 0.05
C -0.28 -0.58 -0.06
C -1.36 0.64 -0.02
C 1.19 -0.89 -0.07
C 2.24 0.14 0.06
H -1.89 -1.71 -0.03
H -2.96 2.16 -0.03
H 2.01 3.14 0.24
H 0.88 -2.89 -0.10
H 2.57 -2.35 -0.06

Values from the calculation:
Total charge ... 0
HOMO-LUMO gap (spin up / spin down) ... 6.69 / 6.68 eV

***

Formula: C5H5NOS
Source: the Open Molecules 2025 dataset
Level of theory: ωB97M-V with the def2-TZVPD basis set

Positions of all 13 atoms, in Å:
S -0.98 1.33 0.74
O 0.26 0.74 -1.44
N -1.67 -1.97 -0.77
C -1.09 0.60 -0.99
C 0.04 -0.07 1.48
C 1.28 -0.23 0.54
C -1.37 -0.89 -1.00
C 1.32 0.29 -0.70
H 2.13 -0.40 1.23
H 2.33 0.23 -1.31
H -0.70 -1.02 1.45
H 0.12 0.32 2.54
H -1.67 1.08 -1.77

Values from the calculation:
Energy relative to the best compared isomer or geometry (same formula, charge and spin) ... 68.3 kcal per mole
Total charge ... 0
HOMO-LUMO gap ... 10.00 eV

***

Formula: C5H5NOS
Source: the Open Molecules 2025 dataset
Level of theory: ωB97M-V with the def2-TZVPD basis set

Positions of all 13 atoms, in Å:
S 0.26 -2.17 2.14
O -0.55 1.89 -1.07
N 1.76 -1.54 -0.01
C 0.39 0.94 -0.66
C -0.19 0.07 0.20
C -1.71 1.57 -0.43
C -1.55 0.49 0.41
C 0.70 -1.45 0.73
H 1.90 -0.75 -0.66
H 2.45 -2.35 0.15
H -2.61 2.09 -0.55
H -2.21 -0.05 1.00
H 1.35 1.25 -1.24

Values from the calculation:
Energy relative to the best compared isomer or geometry (same formula, charge and spin) ... 62.0 kcal per mole
Total charge ... 0
HOMO-LUMO gap ... 9.08 eV

***

Formula: C5H5NS
Source: the Open Molecules 2025 dataset
Level of theory: ωB97M-V with the def2-TZVPD basis set

Positions of all 12 atoms, in Å:
S -3.57 -0.16 -0.48
N -0.78 -0.11 -0.17
C -1.91 -0.70 0.15
C -0.18 1.20 0.02
C 1.70 -0.53 -0.14
C 0.44 -0.12 0.59
C 2.79 -0.36 -0.77
H -0.82 1.81 0.60
H -1.82 -1.67 0.98
H 0.19 1.57 -1.02
H 3.62 -0.63 -1.38
H 0.34 -0.30 1.64

Values from the calculation:
Energy relative to the best compared isomer or geometry (same formula, charge and spin) ... 120.2 kcal per mole
Total charge ... 0
HOMO-LUMO gap ... 8.19 eV

***

Formula: C5H5NS2
Source: the Open Molecules 2025 dataset
Level of theory: ωB97M-V with the def2-TZVPD basis set

Positions of all 13 atoms, in Å:
S -1.47 -2.04 -0.30
S 3.32 -0.91 -0.20
N 0.65 -0.23 0.10
C -0.80 -0.53 0.12
C -0.41 1.79 -0.22
C 1.66 -1.06 0.14
C 0.70 1.17 0.00
C -1.39 0.67 -0.06
H -2.07 -2.05 1.17
H -2.47 0.90 -0.23
H 1.73 1.64 -0.26
H -0.77 2.79 -0.56
H 1.30 -2.15 0.30

Values from the calculation:
Energy relative to the best compared isomer or geometry (same formula, charge and spin) ... 49.6 kcal per mole
Total charge ... 0
HOMO-LUMO gap ... 8.12 eV

***

Formula: C5H5O3S4
Source: the Open Molecules 2025 dataset
Level of theory: ωB97M-V with the def2-TZVPD basis set

Positions of all 17 atoms, in Å:
S -1.33 1.76 -1.47
S -0.82 -2.12 -0.41
S 0.68 -0.39 -2.27
S 2.38 -1.47 0.24
O 0.19 1.67 1.17
O -2.39 1.88 1.17
O -1.67 -0.21 1.78
C -1.00 0.65 -0.38
C -0.02 -0.46 -0.56
C 1.17 0.82 1.17
C -1.64 0.74 1.02
C 1.15 -0.26 0.37
H 2.90 -1.23 -0.93
H 2.10 0.93 1.72
H -2.08 2.37 0.33
H -0.36 -0.83 -2.91
H -0.89 -2.02 1.05

Values from the calculation:
Total charge ... -1
HOMO-LUMO gap (spin up / spin down) ... 5.58 / 5.04 eV
Spin multiplicity ... 3
⟨S²⟩ ... 2.009

***

Formula: C5H5O4Rh
Source: the Open Molecules 2025 dataset
Level of theory: ωB97M-V with the def2-TZVPD basis set

Positions of all 15 atoms, in Å:
Rh -2.47 0.64 0.22
O -1.75 -0.94 -0.33
O 0.77 0.78 -0.56
O -0.45 3.39 -0.42
O -1.15 1.97 1.12
C 1.71 -2.33 1.10
C 0.64 -0.42 -0.22
C -0.50 -1.24 -0.84
C 1.55 -1.01 0.76
C -1.15 2.28 -0.11
H -0.44 -1.06 -1.93
H 0.99 -2.93 0.50
H 0.34 3.42 0.15
H -0.25 -2.31 -0.68
H 2.17 -0.23 1.24

Values from the calculation:
Total charge ... -1
HOMO-LUMO gap (spin up / spin down) ... 3.88 / 6.93 eV
Spin multiplicity ... 6
⟨S²⟩ ... 8.797

***

Formula: C5H6
Source: the Open Molecules 2025 dataset
Level of theory: ωB97M-V with the def2-TZVPD basis set

Positions of all 11 atoms, in Å:
C -0.35 0.68 -2.41
C 0.19 0.55 1.15
C 0.06 0.26 -1.35
C -0.40 -0.85 1.12
C 0.66 -0.08 -0.11
H -1.47 -1.10 0.74
H -0.60 0.83 -3.49
H 0.22 -1.71 1.46
H 1.52 -0.56 -0.04
H -0.76 1.16 1.03
H 0.93 0.83 1.89

Values from the calculation:
Energy relative to the best compared isomer or geometry (same formula, charge and spin) ... 71.7 kcal per mole
Total charge ... 0
HOMO-LUMO gap ... 9.76 eV

***

Formula: C5H6
Source: the Open Molecules 2025 dataset
Level of theory: ωB97M-V with the def2-TZVPD basis set

Positions of all 11 atoms, in Å:
C 1.11 -0.39 -0.08
C -0.26 -1.09 0.19
C -1.35 0.14 -0.06
C 0.90 0.89 0.14
C -0.53 1.14 0.11
H 2.08 -0.95 -0.33
H -0.71 2.25 -0.16
H -0.11 -1.82 -0.64
H -0.48 -1.55 1.05
H 1.61 1.68 0.09
H -2.26 -0.31 -0.32

Values from the calculation:
Energy relative to the best compared isomer or geometry (same formula, charge and spin) ... 47.7 kcal per mole
Total charge ... 0
HOMO-LUMO gap ... 9.83 eV

***

Formula: C5H6
Source: the Open Molecules 2025 dataset
Level of theory: ωB97M-V with the def2-TZVPD basis set

Positions of all 11 atoms, in Å:
C 0.05 -1.90 0.24
C -0.80 -1.00 0.69
C -0.44 0.81 0.11
C 0.71 -0.56 0.13
C 0.56 0.46 -0.95
H 1.49 -0.32 0.86
H -1.57 -0.83 1.43
H 0.15 0.10 -1.89
H -1.48 0.91 -0.19
H -0.13 1.53 0.86
H 1.41 1.13 -1.07

Values from the calculation:
Energy relative to the best compared isomer or geometry (same formula, charge and spin) ... 115.8 kcal per mole
Total charge ... 0
HOMO-LUMO gap ... 9.40 eV

***

Formula: C5H6Br2
Source: the Open Molecules 2025 dataset
Level of theory: ωB97M-V with the def2-TZVPD basis set

Positions of all 13 atoms, in Å:
Br -1.62 1.28 2.13
Br -2.95 -0.78 0.09
C 1.46 1.11 -2.11
C -0.48 -1.30 1.76
C -1.30 -0.22 1.02
C 0.65 0.60 -1.06
C -0.17 0.43 -0.24
H 1.91 0.26 -2.71
H 0.84 1.78 -2.74
H -0.25 -2.20 1.08
H -1.01 -1.88 2.64
H 0.48 -0.78 2.05
H 2.42 1.70 -1.92

Values from the calculation:
Energy relative to the best compared isomer or geometry (same formula, charge and spin) ... 62.4 kcal per mole
Total charge ... 0
HOMO-LUMO gap ... 10.30 eV

***

Formula: C5H6Br2
Source: the Open Molecules 2025 dataset
Level of theory: ωB97M-V with the def2-TZVPD basis set

Positions of all 13 atoms, in Å:
Br -0.24 3.23 -0.42
Br -0.19 -0.15 -3.16
C -0.11 0.59 0.95
C 0.19 -0.73 0.48
C 0.53 -1.95 0.82
C -0.63 0.23 -1.38
C 0.06 1.22 -0.40
H 0.42 -2.77 0.09
H -1.04 0.49 1.38
H 0.65 1.01 1.67
H 1.19 1.05 -0.60
H -1.72 -0.05 -1.23
H 0.88 -2.17 1.80

Values from the calculation:
Energy relative to the best compared isomer or geometry (same formula, charge and spin) ... 34.1 kcal per mole
Total charge ... 0
HOMO-LUMO gap (spin up / spin down) ... 7.46 / 8.04 eV
Spin multiplicity ... 3
⟨S²⟩ ... 2.018

***

Formula: C5H6BrFO
Source: the Open Molecules 2025 dataset
Level of theory: ωB97M-V with the def2-TZVPD basis set

Positions of all 14 atoms, in Å:
Br -2.29 0.74 -0.68
F -1.02 -0.68 1.14
O 0.68 0.54 -0.11
C -0.82 -0.37 -0.18
C 0.56 -2.28 -1.15
C -0.54 -1.57 -1.13
C 0.66 1.22 1.11
C 0.52 2.59 1.11
H 0.36 2.95 2.11
H 1.33 -2.26 -0.43
H -1.29 -1.56 -1.91
H 0.77 -2.98 -1.99
H 0.98 0.55 1.89
H 0.11 3.12 0.25

Values from the calculation:
Energy relative to the best compared isomer or geometry (same formula, charge and spin) ... 62.1 kcal per mole
Total charge ... 0
HOMO-LUMO gap ... 9.52 eV

***

Formula: C5H6BrNO
Source: the Open Molecules 2025 dataset
Level of theory: ωB97M-V with the def2-TZVPD basis set

Positions of all 14 atoms, in Å:
Br 3.49 0.44 -0.79
O 1.47 -2.39 0.47
N 0.83 1.17 -1.13
C -0.63 -0.97 0.70
C 0.82 -1.39 0.43
C 1.62 0.39 -0.58
C -0.54 1.05 -0.82
C -0.84 0.47 0.54
H -1.10 -1.44 1.70
H -0.21 1.08 1.25
H -0.87 0.23 -1.42
H -1.04 2.02 -0.87
H -1.15 -1.42 -0.24
H -1.84 0.77 0.76

Values from the calculation:
Energy relative to the best compared isomer or geometry (same formula, charge and spin) ... 63.4 kcal per mole
Total charge ... 0
HOMO-LUMO gap ... 8.77 eV

***

Formula: C5H6BrNS
Source: the Open Molecules 2025 dataset
Level of theory: ωB97M-V with the def2-TZVPD basis set

Positions of all 14 atoms, in Å:
Br -0.70 1.59 -2.36
S -1.05 -0.83 0.93
N 0.62 1.48 1.57
C -0.90 -0.07 2.45
C -0.14 1.10 2.53
C 0.42 -1.15 -2.08
C 0.10 0.07 0.10
C 0.52 0.15 -1.27
H 1.18 -1.24 -2.87
H -0.20 1.76 3.38
H -0.54 -1.19 -2.66
H 0.65 -1.99 -1.49
H -1.46 -0.43 3.22
H 1.50 0.74 -1.44

Values from the calculation:
Energy relative to the best compared isomer or geometry (same formula, charge and spin) ... 101.4 kcal per mole
Total charge ... 0
HOMO-LUMO gap (spin up / spin down) ... 7.17 / 6.98 eV